[1]
The following is a quantum chemistry calculation of an isolated ion of composition C3H5O3 and charge -1, from the Open Molecules 2025 dataset.

frontier orbital gap: 8.06 eV
ΔE to the lowest compared entry with this formula, charge and spin: 4.3 kcal per mole
SMILES string: O=C([O-])CCO
LUMO energy: 4.0 eV
highest occupied orbital energy: -4.1 eV
total charge: -1

Atoms and positions in Å:
1 O -2.40857 -0.36528 -0.96275
2 C -1.27570 0.15203 -1.08148
3 O -0.93049 1.10907 -1.81474
4 C -0.21584 -0.52814 -0.16409
5 C 1.04912 0.22126 0.28020
6 O 1.02727 0.64007 1.65454
7 H 0.17320 -1.46246 -0.57475
8 H -0.78819 -0.79864 0.72014
9 H 1.91503 -0.44820 0.22366
10 H 1.25876 1.09045 -0.34153
11 H 0.19540 0.38983 2.06079



[2]
The following is a quantum chemistry calculation of C3H5O3 as an isolated structure at a distorted geometry, from the Open Molecules 2025 dataset.

frontier orbital gap: 8.06 eV
ΔE to the lowest compared entry with this formula, charge and spin: 29.5 kcal per mole
LUMO energy: 4.3 eV
highest occupied orbital energy: -3.7 eV
total charge: -1

Atoms and positions in Å:
1 C -1.40129 1.10539 -1.84126
2 C -0.93367 0.93476 -0.49337
3 O -0.59826 -0.24593 -0.02156
4 H -1.50514 2.13925 -2.07586
5 H -1.36112 0.19658 -2.44193
6 H -0.96549 1.75896 0.23789
7 H 0.14568 -0.18064 0.92885
8 O 0.93080 -0.42509 1.81589
9 C 1.70562 -1.49839 1.47082
10 O 1.32932 -2.68712 1.29042
11 H 2.65354 -1.09776 1.13011



[3]
The following is a quantum chemistry calculation of a 2-piece molecular cluster, C3H5O3P overall at a distorted geometry, from the Open Molecules 2025 dataset.

frontier orbital gap (alpha / beta): 7.41 / 7.95 eV
expectation value of S²: 2.01
spin multiplicity: 3
ΔE to the lowest compared entry with this formula, charge and spin: 9.7 kcal per mole
LUMO energy (alpha / beta): 0.0 / -2.6 eV
highest occupied orbital energy (alpha / beta): -7.4 / -10.5 eV
total charge: 0

Atoms and positions in Å:
1 C -2.48586 0.04882 1.46100
2 C 2.35185 1.41554 -0.79868
3 C -0.16728 -1.28559 0.27153
4 O -3.54165 0.30552 1.77033
5 O 3.18837 0.51704 -0.71258
6 O -1.84556 0.20855 -1.12754
7 P -1.92077 -0.79079 -0.04916
8 H 1.92880 1.81706 -1.82452
9 H 1.88311 1.89896 0.04180
10 H 0.04058 -1.37142 1.41902
11 H 0.04350 -2.23789 -0.19445
12 H 0.52491 -0.52582 -0.25675



[4]
The following is a quantum chemistry calculation of C3H5O3Rh as an isolated structure at a distorted geometry, from the Open Molecules 2025 dataset.

frontier orbital gap (alpha / beta): 8.25 / 7.56 eV
expectation value of S²: 8.76
spin multiplicity: 6
ΔE to the lowest compared entry with this formula, charge and spin: 0.0 kcal per mole
LUMO energy (alpha / beta): -3.9 / -8.8 eV
highest occupied orbital energy (alpha / beta): -12.2 / -16.4 eV
total charge: +1

Atoms and positions in Å:
1 Rh -1.59035 -0.88707 -0.73062
2 O -1.24707 1.22472 -0.58898
3 O 0.37367 1.04952 0.93869
4 C 1.53650 0.22602 1.08094
5 C 1.12453 -1.16407 0.57843
6 O 0.30011 -0.98068 -0.52693
7 C -0.03368 1.12322 -0.32897
8 H 2.34508 0.63803 0.45736
9 H 1.82572 0.24210 2.13654
10 H 0.61842 -1.70379 1.39957
11 H 2.03933 -1.72719 0.32129
12 H 0.74436 1.39232 -1.06478



[5]
The following is a quantum chemistry calculation of C3H5O4 as an isolated structure at a distorted geometry, from the Open Molecules 2025 dataset.

frontier orbital gap: 6.85 eV
ΔE to the lowest compared entry with this formula, charge and spin: 111.2 kcal per mole
LUMO energy: 2.7 eV
highest occupied orbital energy: -4.1 eV
total charge: -1

Atoms and positions in Å:
1 O -0.49748 -1.46892 -1.37730
2 C -0.49577 -0.32272 -1.97539
3 O -0.97832 0.93061 -1.57762
4 H -0.29478 -0.33748 -3.07671
5 H 0.07347 0.38074 -1.22657
6 O 1.76144 0.69363 0.38111
7 C 1.19469 0.30267 1.46372
8 O 1.67355 0.21472 2.60512
9 C -0.34397 -0.05679 1.25948
10 H -0.84503 -0.31252 2.21571
11 H -0.80883 0.81635 0.80844
12 H -0.43898 -0.84029 0.50000



[6]
The following is a quantum chemistry calculation of an isolated ion of composition C3H5O4S and charge -1 at a distorted geometry, from the Open Molecules 2025 dataset.

frontier orbital gap: 9.39 eV
ΔE to the lowest compared entry with this formula, charge and spin: 54.4 kcal per mole
SMILES string: C=C[C@H](O)S(=O)(=O)[O-]
LUMO energy: 4.1 eV
highest occupied orbital energy: -5.3 eV
total charge: -1

Atoms and positions in Å:
1 C 1.61553 -1.07862 -0.07960
2 C 1.13524 0.09632 0.29729
3 C 0.01262 0.71940 -0.38265
4 O -0.27528 2.01823 0.14882
5 S -1.50890 -0.26383 -0.02584
6 O -2.07346 0.55001 1.04389
7 O -2.31536 -0.37035 -1.23256
8 O -1.14658 -1.58288 0.44303
9 H 2.50453 -1.51068 0.58353
10 H 1.47568 -1.59889 -0.98972
11 H 1.79943 0.70329 1.05358
12 H -0.01319 0.67401 -1.53639
13 H -1.21026 1.64399 0.67661



[7]
The following is a quantum chemistry calculation of a 2-piece molecular cluster, C3H5OS overall at a distorted geometry, from the Open Molecules 2025 dataset.

frontier orbital gap: 5.95 eV
ΔE to the lowest compared entry with this formula, charge and spin: 45.8 kcal per mole
LUMO energy: 3.8 eV
highest occupied orbital energy: -2.2 eV
total charge: -1

Atoms and positions in Å:
1 C 0.16005 1.48083 -1.14362
2 C 0.29833 -0.76668 0.97866
3 C -0.61947 -0.51922 -0.24797
4 O 0.87773 1.25032 -2.05878
5 S -0.63988 2.59370 -0.35809
6 H 1.29054 -0.90228 0.50262
7 H 0.48871 0.07175 1.61288
8 H 0.24618 -1.64103 1.65027
9 H -1.65890 -0.18311 -0.16999
10 H -0.44330 -1.38427 -0.76598



[8]
The following is a quantum chemistry calculation of C3H5OTl as an isolated structure at a distorted geometry, from the Open Molecules 2025 dataset.

frontier orbital gap: 6.46 eV
LUMO energy: -0.4 eV
highest occupied orbital energy: -6.9 eV
total charge: 0

Atoms and positions in Å:
1 H -0.93718 -0.96035 -0.48080
2 C -0.81411 -0.25446 0.36924
3 C -0.72313 1.23834 0.01680
4 H -1.81458 -0.39959 0.83408
5 H -0.10430 1.41945 -0.87950
6 H -1.69839 1.72955 -0.18759
7 H -0.25461 1.82823 0.82511
8 O 2.68030 -1.35477 -1.67672
9 Tl 0.97736 -1.54988 1.77108
10 C 2.68864 -1.69653 -0.59169



[9]
The following is a quantum chemistry calculation of one molecule with the formula C3H5P at a distorted geometry, from the Open Molecules 2025 dataset.

frontier orbital gap: 9.00 eV
ΔE to the lowest compared entry with this formula, charge and spin: 25.2 kcal per mole
SMILES string: CC1=PC1
LUMO energy: 0.5 eV
highest occupied orbital energy: -8.5 eV
total charge: 0

Atoms and positions in Å:
1 C 0.97350 0.30578 -0.20247
2 C 0.27557 -0.40445 0.78625
3 P -0.08856 -1.51317 1.97978
4 C -1.36564 -0.49776 0.93007
5 H 2.03208 -0.02588 -0.02948
6 H 0.67310 1.40533 -0.34628
7 H 0.59414 -0.03781 -1.24675
8 H -1.97689 0.24716 1.22726
9 H -1.63350 -0.91801 -0.02703



[10]
The following is a quantum chemistry calculation of a 2-piece molecular cluster, C3H5P overall at a distorted geometry, from the Open Molecules 2025 dataset.

frontier orbital gap (alpha / beta): 7.84 / 7.89 eV
ΔE to the lowest compared entry with this formula, charge and spin: 61.5 kcal per mole
LUMO energy (alpha / beta): -0.7 / -0.4 eV
highest occupied orbital energy (alpha / beta): -8.5 / -8.3 eV
total charge: 0

Atoms and positions in Å:
1 C -1.62650 1.74226 -0.01141
2 C -0.97141 0.88116 0.52221
3 C 1.04667 -1.15303 -0.75811
4 P -0.49358 -0.59231 1.35890
5 H -2.02690 2.57876 -0.36634
6 H 0.65136 -0.20287 -1.16925
7 H 0.63732 -2.12163 -0.92307
8 H 2.02521 -1.10403 -0.25193
9 H 0.75783 -0.02832 1.59899



[11]
The following is a quantum chemistry calculation of one molecule with the formula C3H5PS2 at a distorted geometry, from the Open Molecules 2025 dataset.

frontier orbital gap: 7.67 eV
ΔE to the lowest compared entry with this formula, charge and spin: 29.6 kcal per mole
SMILES string: C=CCSP=S
LUMO energy: -1.1 eV
highest occupied orbital energy: -8.7 eV
total charge: 0

Atoms and positions in Å:
1 C -1.57504 0.81634 0.68102
2 C -0.78774 0.89176 -0.36307
3 C -0.13601 -0.31051 -0.95375
4 S 1.90586 -0.44295 -0.77680
5 P 2.12591 -0.75678 1.24890
6 S 3.82026 -1.64882 1.26842
7 H -2.34494 1.42223 1.02651
8 H -1.49170 -0.12849 1.13415
9 H -0.82583 1.78555 -1.06847
10 H -0.28206 -0.48049 -2.01459
11 H -0.40870 -1.14784 -0.18233



[12]
The following is a quantum chemistry calculation of a 2-piece molecular cluster, C3H5PS3 overall at a distorted geometry, from the Open Molecules 2025 dataset.

frontier orbital gap: 7.06 eV
ΔE to the lowest compared entry with this formula, charge and spin: 38.7 kcal per mole
LUMO energy: -1.2 eV
highest occupied orbital energy: -8.3 eV
total charge: 0

Atoms and positions in Å:
1 C -0.39372 1.39022 -0.11549
2 C 1.12858 0.12679 0.94877
3 C 0.77043 0.49674 -0.39815
4 P -1.58866 -1.71944 -0.26410
5 S -2.61010 -3.32442 -0.59253
6 S 0.53488 1.79791 1.40074
7 S -0.11145 -1.64508 -1.66019
8 H -0.45044 2.32906 -0.82549
9 H -1.24158 0.90846 0.16293
10 H 0.40866 -0.72227 1.48187
11 H 2.12561 -0.17919 1.06048
12 H 1.42780 0.54121 -1.19885